2 unconnected molecules or ions with the total composition C5H8O2. Source: the OMol25 dataset; level of theory: wB97M-V/def2-TZVPD.

Structure (XYZ):
```
15
C5H8O2 wB97M-V/def2-TZVPD
C -0.840 -1.647 -0.784
C -0.127 -0.924 0.336
C 1.377 -0.810 0.221
C -0.134 2.559 0.758
C -0.718 2.027 -0.289
O -1.218 1.533 -1.223
O -0.730 -0.438 1.273
H -1.905 -1.730 -0.557
H -0.712 -1.078 -1.713
H -0.406 -2.640 -0.944
H 1.760 -0.140 0.994
H 1.832 -1.801 0.336
H 1.658 -0.436 -0.769
H 0.004 1.925 1.627
H 0.161 3.598 0.734
```

Energy relative to the best compared isomer or geometry (same formula, charge and spin) (kcal per mole): 27.9
HOMO (eV): -9.19
M (g mol⁻¹): 100.12
Orbital gap (eV): 10.05
Electronic energy (eV): -9408.62168
SMILES string: CC(C)=O.C=C=O